A single C5H3F2N molecule in a non-equilibrium geometry. Source: the OMol25 dataset; level of theory: ωB97M-V/def2-TZVPD.

```
11
Properties=species:S:1:pos:R:3:forces:R:3:lowdin_charge:R:1
C 1.881098 -0.554275 -0.090053 -0.595 -2.390 -0.955 -0.0119
C 1.270728 0.657971 0.059906 0.603 1.325 1.558 -0.1053
C -0.247143 0.740369 -0.149909 1.557 1.893 1.511 -0.2151
F -0.879008 1.958183 -0.162651 1.399 -0.502 -0.142 0.0484
C -1.114776 -0.221591 0.076474 0.617 -2.907 -1.472 -0.1897
F -0.606740 -1.553276 -0.074438 -2.132 2.008 0.926 -0.0188
C -2.523026 -0.038050 0.070705 -6.464 -2.279 -0.686 -0.1035
N -3.720634 -0.223025 -0.025499 6.422 1.400 0.691 0.1752
H 1.223554 -1.511423 -0.546819 2.110 3.200 1.172 0.1306
H 2.944349 -0.972573 0.157424 -1.967 1.816 -0.263 0.0911
H 1.771594 1.717687 0.684855 -1.550 -3.564 -2.341 0.1990
```
Positions in Å, forces in eV/Å.

Results
Energy relative to the best compared isomer or geometry (same formula, charge and spin), eV: 4.242
HOMO energy, eV: -9.93
Kohn-Sham gap, eV: 9.36
Molar mass, g mol⁻¹: 115.1
E_LUMO, eV: -0.58
Spin multiplicity: 1
Charge: 0
SMILES: C=C/C(F)=C(\F)C#N



5 unconnected molecules or ions with the total composition C17H39BN5O5 in a non-equilibrium geometry. Source: the OMol25 dataset; level of theory: ωB97M-V/def2-TZVPD.

```
67
Properties=species:S:1:pos:R:3:forces:R:3:lowdin_charge:R:1
C 2.317886 -2.505761 -0.712207 -0.299 -0.215 -0.076 0.0099
B 1.045546 -3.390043 -0.872879 0.805 0.150 0.076 -0.4702
O 1.215936 -4.728042 -1.019767 -1.073 -0.171 0.351 0.1788
C -0.414774 -2.711386 -0.853841 0.692 0.792 0.834 -0.1586
C -1.169652 -2.533892 -2.110055 0.666 -0.489 1.409 0.0498
N -2.413771 -2.458639 -1.853367 -0.680 0.645 -1.182 0.1246
C -2.770696 -2.638517 -0.457509 -0.375 -2.054 0.715 -0.0938
C -1.450061 -3.079459 0.243666 -0.752 0.546 -2.021 -0.0570
H 2.645596 -2.171675 -1.698211 0.055 0.208 -0.091 0.0808
H 2.129360 -1.608519 -0.131611 0.058 0.208 -0.008 0.0613
H 3.140425 -3.059095 -0.273837 0.145 -0.141 0.045 0.0736
H 0.364322 -5.182190 -0.906505 0.475 -0.248 -0.333 0.1114
H -0.177531 -1.666576 -0.609960 0.369 0.183 -0.281 0.1341
H -0.687085 -2.467014 -3.069855 -0.456 0.205 -0.464 0.1693
H -3.120568 -2.292101 -2.568736 0.135 -0.050 -0.098 0.1837
H -3.387719 -3.533952 -0.449392 -0.579 0.182 0.033 0.1309
H -3.362183 -1.855563 -0.004115 0.250 0.597 -0.248 0.1361
H -1.502667 -4.155414 0.338847 0.126 -0.147 0.673 0.1164
H -1.353773 -2.521404 1.158578 0.480 -0.278 0.394 0.1267
C 1.701712 1.661963 -1.641923 0.211 0.047 -0.036 -0.3384
O 2.136602 0.542806 -1.873291 -0.215 -0.068 0.059 -0.0065
N 0.411237 2.011826 -1.740744 0.043 0.207 0.043 -0.1859
C -0.072662 3.362524 -1.463460 -0.121 -0.430 -0.404 -0.0395
C -0.530403 0.995226 -2.143016 0.146 -0.005 -0.117 -0.0482
H 2.353578 2.491537 -1.327556 -0.007 -0.006 -0.014 0.1392
H -0.793493 3.335684 -0.658777 -0.042 0.126 0.075 0.0562
H -0.544939 3.765351 -2.362267 0.041 0.097 0.038 0.0968
H 0.751015 4.009140 -1.176503 0.046 -0.051 0.042 0.0887
H -0.504406 0.172054 -1.424984 -0.098 -0.003 -0.020 0.0608
H -0.248965 0.604379 -3.124543 -0.106 -0.085 0.013 0.0960
H -1.534295 1.409858 -2.188878 0.021 0.069 0.027 0.0944
C -0.551441 5.072010 1.959970 -0.010 0.131 -0.108 -0.3368
O -1.086010 4.617507 0.956373 -0.033 0.055 0.329 -0.0238
N -0.886897 4.763686 3.216465 0.113 0.034 0.096 -0.1877
C -0.213883 5.349383 4.369075 -0.116 -0.209 -0.013 -0.0367
C -1.962187 3.814327 3.439301 0.019 0.043 -0.144 -0.0392
H 0.274320 5.799248 1.901235 -0.013 0.005 -0.006 0.1371
H 0.241215 4.566716 4.979908 -0.107 0.239 -0.026 0.0530
H -0.940887 5.892296 4.975027 0.079 0.047 0.056 0.0973
H 0.558930 6.040950 4.039451 -0.036 0.014 -0.073 0.0872
H -1.715292 2.856877 2.976567 -0.064 -0.020 0.022 0.0858
H -2.884191 4.182605 2.988208 -0.029 -0.062 0.016 0.0927
H -2.109115 3.674869 4.506918 0.051 0.032 0.019 0.0900
C -1.984711 -2.828876 -6.282907 -0.030 0.111 -0.144 -0.3580
O -2.864050 -2.777208 -5.432333 0.164 -0.031 0.410 -0.0253
N -1.380041 -3.951527 -6.689440 0.102 0.020 -0.009 -0.1951
C -0.344942 -3.944364 -7.710591 -0.089 -0.167 0.091 -0.0433
C -1.776728 -5.217053 -6.092412 -0.115 0.146 0.012 -0.0341
H -1.618263 -1.927630 -6.799856 -0.023 -0.008 0.009 0.1371
H -0.656277 -4.555780 -8.558012 0.064 0.025 -0.041 0.0957
H 0.582485 -4.348325 -7.302230 0.034 0.016 -0.071 0.0929
H -0.165383 -2.929254 -8.056377 -0.034 0.022 0.022 0.0866
H -2.837690 -5.394062 -6.266646 0.004 -0.056 0.038 0.0976
H -1.608209 -5.190555 -5.014512 -0.014 -0.076 0.001 0.0811
H -1.197440 -6.025492 -6.528670 0.035 0.027 -0.027 0.0910
C 1.354983 2.359310 6.169809 -0.062 -0.011 0.057 -0.3500
O 0.889154 3.398614 6.603955 0.070 -0.142 0.022 -0.0048
N 2.600590 1.922609 6.411414 0.055 -0.125 -0.070 -0.1964
C 3.101581 0.675491 5.867745 0.096 0.177 0.148 -0.0565
C 3.471862 2.733219 7.249429 -0.165 0.065 -0.014 -0.0320
H 0.772649 1.675688 5.526418 0.025 0.003 0.007 0.1335
H 3.390083 0.004510 6.678648 0.019 -0.069 -0.064 0.0918
H 3.972724 0.866327 5.238339 0.005 -0.092 -0.021 0.0909
H 2.332807 0.192448 5.268180 -0.035 0.027 0.006 0.0793
H 3.024444 2.861650 8.234751 0.049 0.039 0.016 0.0958
H 3.603641 3.719068 6.803790 0.037 0.017 0.052 0.0945
H 4.438598 2.247613 7.349706 -0.010 -0.048 -0.033 0.0877
```
Positions in Å, forces in eV/Å.

Results
HOMO energy, eV: -10.86
Kohn-Sham gap, eV: 7.15
Molar mass, g mol⁻¹: 404.3
E_LUMO, eV: -3.71
Spin multiplicity: 1
Charge: +1



2 unconnected molecules or ions with the total composition C3H4N2O2S in a non-equilibrium geometry. Source: the OMol25 dataset; level of theory: ωB97M-V/def2-TZVPD.

```
12
Properties=species:S:1:pos:R:3:forces:R:3:lowdin_charge:R:1
C 0.291272 1.318017 0.482107 -4.206 0.706 -2.288 -0.1650
C -0.988236 1.677180 -0.068636 3.061 -2.506 0.396 0.0671
C -1.535026 0.320533 -0.259317 -1.681 -1.405 1.826 -0.4094
H 3.401498 -0.486024 0.694907 -2.635 0.587 -1.376 -0.0748
H 1.087874 1.910782 0.748535 1.325 1.505 0.699 0.0539
H -1.502603 2.583046 -0.447439 0.739 -0.625 1.011 0.1179
H -1.745654 -2.069938 -0.526183 3.696 0.572 3.740 0.3601
N 0.568706 -0.049955 0.505242 1.835 1.570 -0.545 -0.2934
N -0.443902 -0.653224 -0.228914 1.893 3.695 -0.284 -0.2846
O -2.682302 -0.125048 -0.120609 1.568 0.487 -1.418 0.0339
O -0.608630 -1.829799 0.344763 -5.975 -3.690 -3.229 -0.0770
S 2.350290 -0.079451 -0.320142 0.381 -0.896 1.468 0.6715
```
Positions in Å, forces in eV/Å.

Results
Energy relative to the best compared isomer or geometry (same formula, charge and spin), eV: 8.020
HOMO energy, eV: -8.88
Kohn-Sham gap, eV: 8.13
Molar mass, g mol⁻¹: 132.1
E_LUMO, eV: -0.75
Spin multiplicity: 1
Charge: 0



2 unconnected molecules or ions with the total composition C5H10O2 in a non-equilibrium geometry. Source: the OMol25 dataset; level of theory: ωB97M-V/def2-TZVPD.

```
17
Properties=species:S:1:pos:R:3:forces:R:3:lowdin_charge:R:1
C -1.085097 -1.195014 1.474685 0.239 -0.764 0.100 -0.1080
C -1.492986 -0.300539 0.317403 -0.289 0.076 0.343 -0.2164
C -1.372139 1.163582 0.652928 -0.582 1.422 -1.756 -0.2697
O -1.918107 2.038474 -0.016332 0.774 -1.275 1.217 0.0203
H -0.154233 -1.721050 1.234757 -0.119 0.117 0.259 0.0695
H -0.930228 -0.647421 2.408988 -0.037 -0.026 -0.130 0.0737
H -1.848522 -1.959947 1.649327 0.162 0.119 0.100 0.0710
H -0.855124 -0.504042 -0.547867 -0.178 0.167 -0.053 0.1004
H -2.531385 -0.497668 0.032605 0.182 0.180 -0.190 0.1178
H -0.685689 1.433801 1.473062 -0.162 -0.013 0.134 0.1141
C 1.931533 -0.189983 -1.641966 -0.124 -0.200 0.327 -0.0595
C 1.722274 0.974841 -0.725803 -0.012 -0.433 1.771 -0.2952
O 1.663860 0.862142 0.496249 0.045 0.322 -1.867 0.0128
H 1.945335 -1.118751 -1.065446 0.056 0.148 -0.071 0.0826
H 1.112791 -0.228273 -2.364356 0.147 0.061 -0.154 0.0814
H 2.882058 -0.068446 -2.164865 -0.093 0.005 -0.157 0.0825
H 1.615659 1.958293 -1.213370 -0.008 0.095 0.126 0.1227
```
Positions in Å, forces in eV/Å.

Results
Energy relative to the best compared isomer or geometry (same formula, charge and spin), eV: 1.915
HOMO energy, eV: -9.67
Kohn-Sham gap, eV: 10.53
Molar mass, g mol⁻¹: 102.1
E_LUMO, eV: 0.85
Spin multiplicity: 1
Charge: 0
SMILES: CCC=O.CC=O



A gas-phase ion, C8H18N2OP (charge +1) in a non-equilibrium geometry. Source: the OMol25 dataset; level of theory: ωB97M-V/def2-TZVPD.

```
30
Properties=species:S:1:pos:R:3:forces:R:3:lowdin_charge:R:1
C 1.120979 0.965594 2.388821 -0.158 0.011 -0.230 -0.0720
C -0.354819 0.840864 1.997542 0.337 0.079 0.193 -0.1923
N -0.618110 0.540188 0.561771 -0.418 -0.036 0.237 -0.0988
C -0.259123 1.644508 -0.322294 0.051 0.021 -0.181 -0.1997
C 0.347522 1.210524 -1.681519 -0.090 0.304 0.081 -0.2913
P 0.783604 -0.527495 -1.871359 0.135 0.086 -0.025 1.0856
C 1.804871 -1.351991 -0.640741 0.121 -0.451 0.131 -0.2947
C 1.176764 -2.699112 -0.268132 -0.383 -0.205 0.517 -0.2892
N 0.426793 -2.940506 0.722672 0.403 0.149 -0.722 0.1503
C -1.869087 -0.102706 0.372826 -0.114 -1.101 1.365 -0.4637
C -2.601608 0.111532 -0.924938 -0.240 -0.226 -0.060 0.0110
O -2.317799 -0.842043 1.248729 0.646 1.170 -1.481 0.0721
H 1.204272 1.613501 3.263465 -0.009 -0.161 -0.006 0.0869
H 1.722082 1.442958 1.608291 0.023 -0.083 0.056 0.0630
H 1.561463 -0.000554 2.644703 0.019 0.060 -0.100 0.0744
H -0.866285 1.778001 2.243086 -0.060 -0.047 -0.068 0.1328
H -0.826599 0.053266 2.576640 -0.037 0.068 -0.037 0.1135
H 0.469400 2.273799 0.191644 -0.087 -0.195 -0.043 0.1176
H -1.117183 2.287691 -0.529533 0.014 0.019 0.006 0.1277
H -0.362220 1.412488 -2.489837 0.107 -0.113 -0.084 0.0974
H 1.247576 1.785337 -1.925549 -0.050 -0.083 0.070 0.1033
H 1.473459 -0.586218 -3.079973 -0.056 -0.008 -0.139 0.0432
H -0.345579 -1.310739 -2.089674 -0.069 -0.001 0.054 0.0448
H 2.792426 -1.527077 -1.077969 -0.073 0.141 0.021 0.0996
H 1.907657 -0.726409 0.235672 -0.037 0.240 0.175 0.0713
H 1.415768 -3.522810 -0.944575 0.014 0.035 0.063 0.1118
H 0.224254 -2.116145 1.287569 0.009 0.091 0.102 0.0462
H -3.016765 1.119125 -0.979444 0.020 0.029 0.035 0.1014
H -1.987457 -0.043573 -1.814614 -0.111 0.081 0.114 0.0429
H -3.425017 -0.603267 -0.942002 0.092 0.127 -0.045 0.1050
```
Positions in Å, forces in eV/Å.

Results
Energy relative to the best compared isomer or geometry (same formula, charge and spin), eV: 0.547
HOMO energy, eV: -13.24
Kohn-Sham gap, eV: 10.04
Molar mass, g mol⁻¹: 189.2
E_LUMO, eV: -3.20
Spin multiplicity: 1
Charge: +1



A molecular structure, C28H30Br2CoN2O2SSbSe4 in a non-equilibrium geometry. Source: the OMol25 dataset; level of theory: ωB97M-V/def2-TZVPD.

```
71
Properties=species:S:1:pos:R:3:forces:R:3:lowdin_charge:R:1
Co -0.675153 -0.153294 -0.380224 0.394 0.782 1.023 0.3112
C -0.442978 -3.490459 -0.305181 -0.066 -0.014 0.298 -0.0561
C -1.155898 -2.888465 0.855740 0.115 0.104 -0.031 -0.2735
C -1.681269 -3.698115 1.889743 -0.019 -0.049 -0.026 0.0131
C -2.342309 -3.146367 2.941988 -0.072 -0.002 0.066 -0.0029
C -2.511842 -1.744209 3.013144 0.039 -0.105 -0.076 -0.1859
C -3.196174 -1.042469 4.032420 -0.019 -0.141 0.074 -0.6249
Br -3.986443 -1.981442 5.472351 0.020 -0.011 -0.016 0.7948
C -3.305684 0.315085 3.986546 0.055 0.168 -0.028 -0.1563
C -2.726730 1.037048 2.928804 -0.053 0.201 0.025 -0.5972
Br -2.880126 2.915755 2.868161 -0.005 -0.006 0.063 0.8000
C -2.047980 0.412353 1.905532 -0.091 0.269 -0.240 -0.4220
O -1.487129 1.021967 0.887349 -0.316 -0.416 -0.171 -0.1937
C -1.953141 -0.993226 1.968018 -0.038 -0.357 -0.098 -0.1489
N -1.284362 -1.573192 0.917544 0.396 0.075 -0.547 0.0905
H -0.412132 -4.576190 -0.232655 0.006 0.055 -0.005 0.0977
H 0.582620 -3.116638 -0.357382 -0.031 -0.055 0.014 0.0799
H -0.934631 -3.242393 -1.247831 0.009 -0.030 0.009 -0.0143
H -1.543056 -4.769137 1.823832 -0.022 0.050 -0.036 0.1258
H -2.745780 -3.769932 3.728710 -0.001 0.003 -0.009 0.0917
H -3.841254 0.842926 4.763329 0.024 0.032 -0.026 0.1016
N 0.794344 -0.716808 -1.641175 -0.565 -0.569 0.326 0.0010
C 1.020272 -0.023997 -2.899058 -0.031 0.029 0.142 -0.2814
C 2.012378 -0.512193 -3.736458 0.226 -0.089 -0.042 -0.0823
C 2.239255 0.066084 -4.970201 0.029 0.074 0.021 -0.0569
C 1.459301 1.139878 -5.377560 -0.009 0.038 0.011 -0.0835
C 0.499114 1.646861 -4.525472 0.072 0.084 0.075 -0.0804
C 0.270147 1.077303 -3.267657 -0.080 0.215 -0.038 -0.1793
C -0.724552 1.768113 -2.400758 -0.006 -0.070 0.109 -0.1931
C -0.503698 3.141402 -2.159031 -0.025 0.027 0.109 -0.0296
C -1.452133 3.934986 -1.552022 0.058 -0.040 -0.057 -0.0439
C -2.684690 3.395070 -1.169346 0.001 -0.052 0.021 -0.0610
C -2.923092 2.056792 -1.359527 0.210 0.214 -0.029 -0.1136
C -1.947257 1.234414 -1.959330 -0.252 -0.192 0.109 -0.4987
H 0.640622 -1.718891 -1.892545 -0.019 0.271 -0.356 -0.0405
H 1.650939 -0.709482 -1.079695 0.089 -0.041 0.039 0.0612
H 2.596670 -1.366949 -3.416821 -0.074 0.057 -0.046 0.1013
H 3.011718 -0.331320 -5.616092 -0.061 -0.013 0.007 0.1128
H 1.581704 1.570149 -6.364376 0.027 -0.024 0.080 0.1127
H -0.115701 2.483025 -4.834609 0.008 -0.041 -0.008 0.1228
H 0.435305 3.570694 -2.487657 -0.024 -0.007 -0.017 0.1239
H -1.247030 4.987513 -1.393016 -0.012 -0.059 0.003 0.1121
H -3.438561 4.018785 -0.703695 0.049 -0.026 -0.053 0.1122
H -3.858660 1.617846 -1.041967 0.017 -0.042 0.001 0.1102
C 4.292619 2.043487 0.510407 -0.072 0.021 0.011 -0.0951
C 3.157548 2.393352 1.475300 0.122 -0.188 -0.089 -0.2657
C 1.766168 2.070898 0.928605 -0.175 0.095 0.043 -0.3051
S 1.272219 0.349989 1.110018 0.580 -0.278 -0.638 0.9603
O 2.412626 -0.506404 0.647881 -0.172 0.185 0.213 -0.4749
C 1.166132 0.204026 2.930342 -0.244 0.023 -0.041 -0.2630
C 2.043810 -0.933083 3.438301 -0.024 -0.161 -0.137 -0.2670
C 1.394320 -2.302395 3.258070 -0.024 0.060 -0.010 -0.0830
H 5.255841 2.303103 0.951879 -0.034 0.024 -0.031 0.0766
H 4.190053 2.597552 -0.426674 0.007 -0.033 0.052 0.0802
H 4.297842 0.979204 0.282400 -0.006 0.033 -0.012 0.0617
H 3.182535 3.461294 1.693535 -0.028 0.031 0.057 0.1130
H 3.320957 1.874130 2.424129 -0.033 0.066 0.018 0.1011
H 1.710373 2.262642 -0.147790 -0.062 0.009 0.056 0.0926
H 0.964887 2.635756 1.418197 0.037 -0.016 -0.091 0.1043
H 0.109969 0.033424 3.148647 0.070 0.047 0.084 0.0820
H 1.449695 1.172098 3.342481 0.013 -0.023 -0.039 0.0962
H 2.257605 -0.747193 4.492087 -0.046 0.033 0.008 0.1184
H 2.991798 -0.917209 2.899363 0.049 0.054 0.098 0.1015
H 0.414880 -2.340037 3.744563 0.061 -0.007 -0.023 0.0743
H 2.017420 -3.087941 3.688316 -0.033 0.035 -0.035 0.0840
H 1.260679 -2.527049 2.195958 0.022 0.006 0.083 0.0629
Se -3.844559 -3.297749 -3.785033 0.370 0.379 0.158 -0.1638
Sb -1.826653 -2.053635 -4.238710 -0.114 -0.921 -1.331 -0.1650
Se -1.843313 -0.459323 -6.041375 0.005 -0.215 0.549 -0.0715
Se 0.198022 -3.265415 -3.643381 -0.168 -0.096 -0.246 0.0532
Se -2.358452 -0.632382 -1.909379 -0.055 0.537 0.622 0.8349
```
Positions in Å, forces in eV/Å.

Results
Energy relative to the best compared isomer or geometry (same formula, charge and spin), eV: 0.000
HOMO energy (alpha / beta), eV: -6.80 / -6.80
Kohn-Sham gap (alpha / beta), eV: 4.51 / 4.57
Molar mass, g mol⁻¹: 1115.0
E_LUMO (alpha / beta), eV: -2.29 / -2.23
Spin multiplicity: 1
Charge: 0



> Look up the molar mass of the fifth one.

189.2 g mol⁻¹